{
  "formula": "C40H58AlN4SSi",
  "method": "ωB97M-V/def2-TZVPD",
  "species": ["C", "C", "C", "C", "Al", "S", "C", "C", "C", "C", "C", "C", "C", "C", "Si", "C", "C", "C", "C", "C", "C", "C", "C", "H", "H", "H", "H", "H", "H", "H", "H", "H", "H", "H", "H", "H", "H", "H", "H", "H", "H", "H", "H", "H", "H", "H", "H", "H", "H", "H", "H", "H", "H", "H", "H", "H", "H", "H", "H", "H", "H", "N", "C", "C", "C", "C", "C", "H", "H", "H", "H", "H", "N", "C", "C", "C", "C", "C", "H", "H", "H", "H", "H", "N", "C", "C", "C", "C", "C", "H", "H", "H", "H", "H", "N", "C", "C", "C", "C", "C", "H", "H", "H", "H", "H"],
  "coordinates": [[7.7539, -0.0361, 2.9800], [6.5631, 0.0487, 1.9981], [6.8689, -0.6761, 0.6539], [6.3826, 0.1171, -0.5851], [4.3788, 0.4844, -0.5371], [3.4926, -0.2283, -2.5435], [3.9238, 2.4083, -0.0537], [2.9899, 3.1663, -1.0371], [1.6126, 2.4782, -1.2381], [0.4152, 3.4230, -0.9678], [-0.0588, 3.3166, 0.4898], [-1.3574, 4.0899, 0.7709], [-2.6508, 3.3476, 0.4169], [-2.9988, 2.1853, 1.4028], [-2.4729, 0.4449, 0.8404], [-1.2618, -0.2504, 2.1282], [-1.6722, 0.4506, -0.8821], [-3.9035, -0.7932, 0.7372], [-4.1181, -1.8048, 1.6493], [-5.1501, -2.7084, 1.5200], [-5.9806, -2.5861, 0.4251], [-5.8203, -1.5871, -0.4975], [-4.7809, -0.6970, -0.3418], [7.7564, 0.8075, 3.6816], [8.7282, -0.1061, 2.4846], [7.6424, -0.9688, 3.5450], [6.2501, 1.0820, 1.7986], [5.6903, -0.4549, 2.4328], [6.3782, -1.6607, 0.6560], [7.9570, -0.8562, 0.6079], [6.6381, -0.5047, -1.4600], [6.9928, 1.0342, -0.6756], [3.7756, -0.4691, 0.6374], [2.9023, -1.3944, -2.2161], [4.8873, 2.9500, -0.0102], [3.5252, 2.4483, 0.9737], [3.5317, 3.2294, -1.9924], [2.8752, 4.2096, -0.6913], [1.5890, 2.1199, -2.2726], [1.5879, 1.5788, -0.6098], [-0.3906, 3.1024, -1.6465], [0.7184, 4.4429, -1.2294], [-0.0684, 2.2754, 0.8302], [0.7323, 3.8095, 1.0794], [-1.3619, 4.4245, 1.8173], [-1.3272, 5.0110, 0.1675], [-3.4660, 4.0813, 0.5307], [-2.7024, 3.0380, -0.6335], [-4.0798, 2.1913, 1.5994], [-2.5055, 2.4226, 2.3560], [-0.4128, 0.4226, 2.2811], [-1.7812, -0.4218, 3.0812], [-0.9228, -1.2384, 1.7889], [-1.5358, -0.6059, -1.1442], [-0.6800, 0.9071, -0.8650], [-2.3540, 0.9549, -1.5744], [-3.4333, -1.9031, 2.4916], [-5.2951, -3.5151, 2.2326], [-6.7826, -3.3170, 0.3184], [-6.4815, -1.5156, -1.3621], [-4.6103, 0.0946, -1.0718], [-8.3165, -1.9726, -2.4233], [-9.1099, -3.0310, -2.5884], [-10.4108, -2.9516, -3.0609], [-10.9182, -1.7016, -3.3759], [-10.1119, -0.5885, -3.2096], [-8.8233, -0.7791, -2.7334], [-8.6702, -3.9877, -2.3262], [-11.0089, -3.8451, -3.1792], [-11.9294, -1.5969, -3.7483], [-10.4713, 0.4039, -3.4445], [-8.1530, 0.0625, -2.5899], [9.6903, -2.5336, 3.9974], [11.0024, -2.4930, 4.2235], [11.9183, -3.3291, 3.6029], [11.4433, -4.2634, 2.6966], [10.0823, -4.3219, 2.4481], [9.2533, -3.4368, 3.1214], [11.3282, -1.7472, 4.9413], [12.9744, -3.2491, 3.8238], [12.1250, -4.9358, 2.1902], [9.6705, -5.0356, 1.7477], [8.1812, -3.4429, 2.9547], [-10.6035, -1.5221, -7.1219], [-10.9002, -1.6876, -8.4108], [-10.2710, -2.6085, -9.2344], [-9.2735, -3.4015, -8.6901], [-8.9488, -3.2441, -7.3531], [-9.6423, -2.2954, -6.6166], [-11.6845, -1.0437, -8.7947], [-10.5552, -2.7007, -10.2739], [-8.7565, -4.1319, -9.3000], [-8.1760, -3.8422, -6.8897], [-9.4243, -2.1386, -5.5668], [4.1293, 2.9750, 4.2134], [4.1980, 4.1396, 4.8559], [5.0430, 4.3805, 5.9290], [5.8617, 3.3498, 6.3623], [5.8041, 2.1303, 5.7089], [4.9253, 1.9962, 4.6426], [3.5370, 4.9158, 4.4836], [5.0581, 5.3491, 6.4111], [6.5357, 3.4958, 7.1980], [6.4259, 1.2999, 6.0152], [4.8498, 1.0613, 4.0984]],
  "atomic_forces_ev_per_a": [[-0.74, -0.22, 0.10], [0.34, -0.41, -0.37], [-0.16, 0.47, 0.04], [0.20, -0.32, 0.09], [0.27, -0.16, 0.69], [-0.20, -0.09, -0.50], [0.12, 0.09, -0.49], [0.59, -0.24, 0.58], [0.51, 0.70, -0.33], [-0.03, -1.43, -0.14], [0.65, 1.21, 0.05], [0.23, -0.21, -0.57], [-0.83, 0.36, 0.83], [0.14, 0.14, -0.51], [0.80, -0.24, 0.36], [-0.51, -0.18, -0.32], [-0.29, -0.25, 0.86], [0.13, 0.86, -0.40], [0.73, -0.21, 1.04], [-0.02, -0.12, -0.12], [-0.94, -1.14, 0.42], [-0.14, 0.51, -0.97], [0.38, 0.43, -0.02], [0.10, -0.19, -0.02], [-0.18, 0.25, -0.05], [0.24, 0.26, 0.13], [0.23, -0.10, 0.01], [0.09, 0.29, 0.07], [0.13, 0.13, 0.02], [-0.17, -0.05, -0.04], [-0.17, 0.26, -0.02], [-0.13, -0.12, 0.05], [-0.13, -0.18, -0.03], [0.17, 0.26, 0.19], [-0.17, -0.06, 0.02], [-0.05, -0.07, -0.21], [-0.28, 0.04, 0.04], [-0.25, -0.16, -0.13], [-0.20, -0.04, 0.20], [-0.21, 0.17, -0.03], [-0.05, 0.34, 0.15], [-0.28, -0.04, 0.12], [-0.23, 0.12, -0.12], [-0.10, -0.31, 0.05], [-0.28, -0.22, -0.10], [0.06, -0.13, 0.13], [0.16, -0.07, -0.17], [0.33, -0.02, 0.16], [0.18, -0.06, -0.03], [-0.14, -0.22, -0.07], [-0.05, -0.23, 0.03], [0.17, 0.23, -0.08], [0.21, 0.26, 0.06], [-0.14, 0.22, -0.23], [-0.22, 0.13, -0.17], [0.35, -0.15, -0.20], [-0.13, -0.01, -0.09], [0.05, 0.13, -0.04], [0.04, 0.20, -0.14], [0.21, -0.14, 0.40], [-0.18, -0.16, 0.00], [-0.46, -0.03, -0.29], [0.16, -0.02, 0.04], [0.01, 0.04, 0.04], [-0.17, 0.02, 0.02], [0.02, -0.05, 0.02], [0.16, -0.03, 0.05], [-0.05, -0.02, -0.02], [0.02, -0.01, 0.01], [0.02, 0.01, -0.03], [0.03, 0.00, -0.01], [-0.05, 0.03, 0.00], [0.23, -0.24, 0.02], [-0.12, 0.07, 0.04], [-0.02, 0.00, -0.02], [0.05, -0.05, -0.04], [0.05, 0.01, 0.03], [-0.15, 0.12, 0.08], [0.06, -0.02, -0.01], [-0.01, 0.02, 0.01], [-0.01, 0.01, 0.00], [-0.03, 0.03, 0.00], [0.02, -0.02, -0.07], [0.06, -0.13, -0.09], [-0.06, 0.09, 0.10], [0.02, 0.00, 0.03], [0.03, -0.07, -0.04], [-0.04, 0.00, -0.06], [-0.04, 0.13, 0.08], [0.01, -0.03, -0.06], [-0.01, 0.02, 0.01], [0.00, 0.01, 0.00], [0.00, 0.03, 0.03], [0.08, -0.05, -0.02], [0.09, 0.05, 0.21], [-0.06, -0.05, -0.12], [0.00, -0.02, 0.00], [0.05, 0.00, 0.06], [-0.02, 0.07, 0.03], [-0.13, -0.07, -0.17], [0.03, 0.04, 0.04], [-0.02, 0.00, -0.02], [0.00, 0.00, -0.01], [-0.01, -0.01, -0.05], [0.05, 0.00, 0.01]],
  "lowdin_charge": [-0.1260, -0.2918, -0.3295, -0.3078, 0.0110, 0.2864, -0.2962, -0.3034, -0.2508, -0.2201, -0.2103, -0.2214, -0.2641, -0.2390, 0.6073, -0.1797, -0.1488, -0.2550, -0.1123, -0.0962, -0.1112, -0.0982, -0.1008, 0.0474, 0.0567, 0.0446, 0.0892, 0.0759, 0.0867, 0.0791, 0.0290, 0.0425, -0.0611, -0.2709, 0.0372, 0.0339, 0.0898, 0.0860, 0.0757, 0.0811, 0.0946, 0.1045, 0.0846, 0.1168, 0.1049, 0.1072, 0.0952, 0.0865, 0.0657, 0.0725, 0.0268, 0.0230, 0.0378, 0.0433, 0.0142, 0.0268, 0.0914, 0.1003, 0.0976, 0.0636, 0.0982, 0.0504, -0.1466, -0.0835, -0.0976, -0.0715, -0.1415, 0.1061, 0.1021, 0.1082, 0.1043, 0.1089, 0.0595, -0.1543, -0.0833, -0.0902, -0.0701, -0.1459, 0.1012, 0.0956, 0.1008, 0.1011, 0.1079, 0.0585, -0.1609, -0.0792, -0.0837, -0.0644, -0.1451, 0.0999, 0.0983, 0.1042, 0.1039, 0.0810, 0.0728, -0.1602, -0.0881, -0.0943, -0.0767, -0.1389, 0.1001, 0.0934, 0.0988, 0.0994, 0.0996],
  "total_energy_ha": -2708.18559,
  "charge": -1,
  "homo_ev": -4.3,
  "de_lowest_kcal_mol": 0.0,
  "lumo_energy_ev": 1.8
}



{
  "formula": "C6H8N2",
  "method": "ωB97M-V/def2-TZVPD",
  "species": ["C", "C", "C", "C", "C", "C", "H", "H", "H", "H", "H", "H", "H", "H", "N", "N"],
  "coordinates": [[2.1846, 0.2899, -0.1880], [-0.9588, -0.6327, 0.7240], [-1.6647, -0.4987, -0.6386], [-0.4012, 0.2041, -1.0091], [-0.3827, 1.4193, -0.0676], [-0.7282, 0.7873, 1.0998], [1.9671, 1.2238, -0.9036], [3.4025, -0.1211, -0.0233], [-1.0578, -1.4505, 1.4303], [-1.6739, -1.4570, -1.1786], [-2.5061, 0.1651, -0.7692], [0.0214, 0.4261, -1.9753], [0.1078, 2.4965, -0.3024], [-0.8775, 1.2491, 2.0712], [1.5097, -0.7913, 0.3744], [0.2506, -0.9155, -0.0705]],
  "atomic_forces_ev_per_a": [[2.94, -4.45, 1.67], [0.40, -1.00, 0.40], [-0.65, -0.64, -0.92], [2.16, 0.39, 1.01], [0.90, 0.63, 1.32], [-0.44, 3.04, -0.38], [0.02, -2.72, 1.54], [-3.41, 2.31, -0.49], [-0.93, 0.39, 0.43], [-0.62, 0.27, 0.31], [-0.64, -0.36, 0.35], [-0.15, -0.64, -0.57], [-1.69, -2.78, 0.80], [0.24, -0.23, -0.09], [1.81, 4.65, -2.46], [0.05, 1.16, -2.92]],
  "nbo_charge": [-0.2511, -0.1241, -0.3789, -0.1424, -0.2335, -0.1985, 0.2083, 0.2039, 0.2280, 0.2279, 0.2170, 0.2176, 0.2450, 0.2252, -0.2213, -0.2229],
  "total_energy_ha": -342.70845,
  "charge": 0,
  "homo_ev": -8.4,
  "de_lowest_kcal_mol": 141.5,
  "lumo_energy_ev": 1.0
}